Record 1
The following is a quantum chemistry calculation of a structure of composition C38H75GeN3P2SSi3Ti, from the Open Molecules 2025 dataset.

Calculated values
* max |F|: 0.718 eV/Å
* calculated total energy: -177762.3815 eV
* HOMO energy: -12.56 eV
* relative energy (zero: lowest compared OMol25 entry of this formula, charge and spin): 15.9 kcal per mole
* gap between HOMO and LUMO: 6.278 eV

Geometry as ORCA input:
```
! wB97M-V def2-TZVPD RIJCOSX def2/J DEFGRID3
* xyz 2 1
Ti -0.0374 0.1575 0.0558
C 2.7190 2.5595 -2.6228
C 3.1480 1.1526 -2.2026
C 2.8282 0.1436 -3.3063
P 2.4312 0.7082 -0.5556
C 3.5761 -0.4779 0.2759
C 3.9568 -1.5580 -0.7334
C 4.8247 0.0555 0.9706
C 2.3585 2.2517 0.3947
C 3.4542 2.9443 0.9184
C 3.2931 4.0765 1.7012
C 4.4730 4.8369 2.2346
C 1.9881 4.5053 1.9645
C 0.8966 3.8670 1.4127
C 1.0722 2.7511 0.5908
N -0.0365 2.1269 -0.0677
C -0.8878 3.0235 -0.7679
C -0.5288 4.3229 -1.1296
C -1.4374 5.1400 -1.7826
C -2.7238 4.7123 -2.1049
C -3.7031 5.6103 -2.8055
C -3.0517 3.3989 -1.7929
C -2.1453 2.5545 -1.1567
P -2.4035 0.7808 -0.9971
C -4.1747 0.6351 -0.4362
C -4.3003 -0.0219 0.9327
C -5.1382 -0.0040 -1.4391
C -2.1430 0.1618 -2.7158
C -0.6407 0.3086 -2.9457
C -2.8984 0.8390 -3.8542
H 3.1089 2.7688 -3.6192
H 3.0886 3.3280 -1.9466
H 1.6297 2.6453 -2.6701
H 4.2295 1.1501 -2.0212
H 1.7869 0.2278 -3.6094
H 3.0208 -0.8895 -3.0250
H 3.4378 0.3710 -4.1812
H 2.9283 -0.9361 1.0262
H 4.5567 -2.3224 -0.2407
H 3.0765 -2.0427 -1.1528
H 4.5639 -1.1557 -1.5453
H 5.4958 0.5675 0.2773
H 5.3729 -0.7986 1.3721
H 4.5988 0.7178 1.8019
H 4.4563 2.6143 0.6900
H 5.4035 4.2986 2.0640
H 4.3736 5.0143 3.3057
H 4.5551 5.8111 1.7507
H 1.8348 5.3825 2.5823
H -0.0976 4.2638 1.5658
H 0.4545 4.7104 -0.9042
H -1.1352 6.1460 -2.0463
H -3.3411 6.6356 -2.8432
H -4.6689 5.6104 -2.3001
H -3.8701 5.2775 -3.8312
H -4.0297 3.0235 -2.0757
H -4.4538 1.6869 -0.3302
H -4.2408 -1.1022 0.8462
H -5.2685 0.2277 1.3677
H -3.5262 0.2857 1.6383
H -4.7800 -0.9581 -1.8225
H -5.3484 0.6519 -2.2805
H -6.0857 -0.1956 -0.9339
H -2.3985 -0.9013 -2.6812
H -0.3377 1.3579 -2.9204
H -0.3621 -0.1072 -3.9140
H -0.0330 -0.2668 -2.2192
H -2.6339 1.8942 -3.9293
H -3.9772 0.7545 -3.7625
H -2.6136 0.3610 -4.7931
C 1.4564 1.3411 4.7002
N 0.1999 1.9170 4.2219
C -0.4796 1.4878 3.1746
S 0.0106 -0.0191 2.4192
N -1.5816 2.1178 2.7987
C -2.1631 3.2512 3.5001
H 1.9092 2.0534 5.3840
H 2.1285 1.1772 3.8603
H 1.2830 0.4011 5.2219
H -0.1771 2.6922 4.7469
H -2.0515 1.7516 1.9865
H -2.4398 2.9768 4.5202
H -3.0637 3.5549 2.9749
H -1.4749 4.0984 3.5242
C -2.1517 -5.2273 1.2758
Si -2.1352 -3.3982 0.8642
C -2.8640 -2.5919 2.4123
C -3.2608 -3.1403 -0.6254
Ge 0.0144 -2.4464 0.2034
Si 1.2580 -3.5287 2.0550
C 0.2895 -3.5288 3.6600
C 1.5537 -5.2967 1.5135
C 2.9380 -2.8526 2.5591
Si 0.5151 -3.8040 -1.7819
C -0.3253 -5.4808 -1.7130
C 2.3400 -4.1628 -2.0834
C -0.1330 -2.9576 -3.3315
H -3.2090 -5.4753 1.4208
H -1.6438 -5.4392 2.2168
H -1.7628 -5.8929 0.5113
H -3.9552 -2.6166 2.3626
H -2.5494 -1.5668 2.5945
H -2.5896 -3.1798 3.2856
H -4.3063 -3.3512 -0.3861
H -2.9698 -3.8080 -1.4381
H -3.1907 -2.1205 -1.0056
H -0.7046 -3.9545 3.5924
H 0.2046 -2.5257 4.0810
H 0.8578 -4.1369 4.3699
H 0.6360 -5.8373 1.2974
H 2.0673 -5.8253 2.3214
H 2.1955 -5.3464 0.6335
H 2.9095 -1.8487 2.9858
H 3.6811 -2.8901 1.7652
H 3.2859 -3.5196 3.3543
H 0.0251 -6.1045 -0.8937
H -0.0579 -5.9881 -2.6449
H -1.4121 -5.4319 -1.6725
H 2.9152 -4.3608 -1.1797
H 2.8440 -3.3716 -2.6408
H 2.3862 -5.0637 -2.7007
H -1.1630 -2.6157 -3.2136
H -0.1205 -3.6727 -4.1574
H 0.4916 -2.1125 -3.6250
*
```

***

Record 2
The following is a quantum chemistry calculation of a cluster of 15 separate species, C38H76BrF6N3O22 in total at a distorted geometry, from the Open Molecules 2025 dataset.

Calculated values
* max |F|: 3.029 eV/Å
* calculated total energy: -176492.1214 eV
* HOMO energy: -9.36 eV
* gap between HOMO and LUMO: 8.628 eV

Geometry as ORCA input:
```
! wB97M-V def2-TZVPD RIJCOSX def2/J DEFGRID3
* xyz 0 1
C 1.4328 3.7688 -0.5254
C -0.0238 3.3227 -0.4891
O -0.8583 4.1607 -0.2504
O -0.2919 2.0086 -0.7242
C -1.2462 1.7703 -1.7795
C -2.3879 0.7879 -1.4341
C -2.0527 -0.2221 -0.3337
C -2.7881 -0.3065 0.8697
N -3.9035 0.5548 1.0131
C -3.7559 1.6336 1.6817
C -2.4789 2.3748 1.9693
C -5.0355 2.2835 2.2049
C -2.4517 -1.2333 1.8481
C -3.2328 -1.3794 3.1471
O -3.9693 -2.3218 3.2619
C -3.1546 -0.3999 4.3785
F -3.6149 -1.0948 5.4405
F -3.9615 0.6596 4.2451
C -1.7513 0.1206 4.8306
F -1.9937 1.1728 5.6310
F -0.9808 0.5805 3.8235
C -0.9068 -0.8881 5.6882
F -1.2768 -0.7335 6.9729
F -1.0979 -2.1679 5.3478
C 0.5878 -0.4368 5.6378
O 0.8647 0.6664 6.0193
O 1.5479 -1.2900 5.2003
C -1.3963 -2.1111 1.6366
O -1.0658 -3.0918 2.5818
C 0.2000 -3.1110 2.8802
N 1.3445 -3.2677 3.0154
C -0.7265 -2.0209 0.4691
C -1.0053 -1.0814 -0.5369
C -0.0484 -1.2656 -1.7171
O -0.1192 -0.8820 -2.8473
N 0.9673 -2.0875 -1.1556
C 2.3243 -1.5154 -0.9782
C 2.7455 -1.3486 0.4912
C 1.9190 -0.2829 1.2672
Br 3.1467 1.1761 1.8028
C 0.4213 -2.8390 -0.1011
O 0.7835 -3.9375 0.2212
H 1.4965 4.7040 0.0310
H 1.6653 3.9661 -1.5768
H 2.1053 3.0466 -0.0642
H -1.6844 2.7102 -2.1338
H -0.6732 1.3858 -2.6309
H -2.5639 0.1998 -2.3429
H -3.3321 1.2921 -1.2460
H -1.5914 1.9815 1.4738
H -2.6243 3.3965 1.5875
H -2.3510 2.4980 3.0498
H -5.6682 1.4912 2.6077
H -4.7877 2.9287 3.0563
H -5.5528 2.8324 1.4204
H 1.9486 -0.9469 4.3899
H 3.0317 -2.2058 -1.4403
H 2.4550 -0.5513 -1.4775
H 2.7952 -2.3046 1.0191
H 3.7707 -0.9664 0.4686
H 1.4660 -0.7069 2.1647
H 1.1569 0.1815 0.6369
C -3.2073 -2.7412 9.3023
O -4.3349 -1.8720 9.3011
H -3.1895 -3.2796 10.2468
H -3.2844 -3.4592 8.4813
H -2.2865 -2.1612 9.2015
H -4.3366 -1.4046 8.4613
C 4.9940 -1.4766 -4.3136
O 3.8821 -1.8225 -3.4885
H 5.5022 -0.6247 -3.8673
H 5.6861 -2.3165 -4.3769
H 4.6470 -1.2069 -5.3146
H 3.4452 -2.5780 -3.8978
C 5.1950 3.4393 0.2180
O 4.5672 4.5920 -0.3438
H 5.0712 2.6076 -0.4691
H 6.2621 3.6347 0.3622
H 4.7314 3.1898 1.1754
H 4.6873 5.3171 0.2752
C 6.2079 2.3986 -3.2583
O 6.7367 1.7378 -2.1076
H 5.5249 1.7176 -3.7594
H 5.6642 3.2990 -2.9600
H 7.0147 2.6674 -3.9445
H 7.3363 2.3550 -1.6778
C 8.6514 -0.5436 -2.8192
O 8.6795 -0.7727 -4.2309
H 8.1529 0.4104 -2.6363
H 8.0929 -1.3397 -2.3192
H 9.6718 -0.5029 -2.4249
H 9.1178 -1.6146 -4.3773
C -8.3148 2.1550 -0.4613
O -7.6436 1.9984 0.7894
H -8.3659 3.2156 -0.6934
H -7.7608 1.6388 -1.2511
H -9.3264 1.7545 -0.3948
H -7.6081 1.0568 0.9788
C -5.0936 2.6851 -3.8817
O -3.9633 2.1647 -3.1770
H -5.9963 2.3133 -3.3963
H -5.0852 3.7719 -3.8459
H -5.0761 2.3501 -4.9136
H -3.1790 2.5015 -3.6166
C 6.8975 -3.9277 -6.7754
O 5.7868 -4.2920 -5.9615
H 7.3918 -3.0748 -6.3149
H 7.6050 -4.7580 -6.8462
H 6.5594 -3.6478 -7.7764
H 5.3583 -5.0443 -6.3780
C 2.1747 -5.7401 -2.3972
O 1.5085 -4.6321 -2.9924
H 2.0871 -6.5918 -3.0688
H 3.2338 -5.5110 -2.2458
H 1.7125 -5.9890 -1.4390
H 1.5947 -3.8877 -2.3872
C -6.4015 4.7287 -6.8388
O -5.2609 4.2186 -6.1517
H -7.2933 4.3502 -6.3447
H -6.4088 5.8209 -6.8044
H -6.3995 4.3949 -7.8794
H -4.4815 4.5613 -6.5990
C -4.5648 4.7035 -0.7360
O -3.4915 4.5716 -1.6524
H -5.4991 4.5792 -1.2806
H -4.4971 3.9348 0.0371
H -4.5502 5.6937 -0.2707
H -2.6711 4.6748 -1.1577
C 5.1752 -5.1930 1.2043
O 4.4016 -4.1016 1.7069
H 6.1575 -4.8196 0.9239
H 5.2882 -5.9542 1.9711
H 4.6870 -5.6217 0.3232
H 3.5374 -4.4500 1.9500
C 6.6734 -6.8382 4.5656
O 6.7333 -7.1145 3.1684
H 6.1741 -5.8818 4.7018
H 6.1060 -7.6161 5.0825
H 7.6811 -6.7796 4.9843
H 7.1758 -7.9607 3.0606
C -10.2999 4.7251 1.2380
O -10.8964 3.6683 0.4917
H -9.2630 4.4600 1.4325
H -10.3323 5.6579 0.6683
H -10.8201 4.8587 2.1898
H -11.8108 3.9121 0.3264
*
```